Formula: C6H11NOS
Source: the Open Molecules 2025 dataset
Level of theory: the ωB97M-V functional and the def2-TZVPD basis

CARTESIAN COORDINATES (ANGSTROEM)
C (0.7211, -0.6934, 0.2512)
C (0.8897, -3.3458, -0.2333)
C (-1.2797, 1.8130, 2.3478)
C (-0.4549, -0.1020, -0.3524)
C (-0.0813, 0.8629, 2.0308)
C (-0.3163, -0.3161, 1.1675)
N (0.7929, -2.1672, 0.0361)
O (1.3004, -0.6451, -3.7147)
S (1.2705, -1.5675, -4.9994)
H (-2.1149, 1.4984, 3.0053)
H (-0.9092, 2.8567, 2.7710)
H (-1.7045, 2.0107, 1.3235)
H (-0.3896, 0.9621, -0.5495)
H (1.5998, -0.1461, 0.1561)
H (-1.1769, -0.6126, -0.8899)
H (0.4849, 1.5896, 1.4432)
H (0.3567, 0.7692, 3.0571)
H (-0.8732, -1.1757, 1.6655)
H (1.9622, 0.1769, -3.6640)
H (-0.0777, -1.7680, -4.8519)

2S+1: 1
LUMO in eV: 0.240
Energy above the lowest of the compared OMol25 structures with the same formula, charge and spin in kcal per mole: 109.9
E_HOMO in eV: -8.5